# 1
110
Properties=species:S:1:pos:R:3:mulliken_charge:R:1 method="wB97M-V/def2-TZVPD" de_lowest_kj_mol=105.4 lumo_energy_ha=-0.2227 total_energy_ha=-2808.451613 homo_lumo_gap_ev=6.28 total_charge=+2
Sn 0.4787 1.4922 -1.0549 1.1494
C 1.4407 5.0431 -2.1401 -1.1442
P 1.8902 4.0220 -0.6919 1.5220
C 3.7049 4.1191 -0.6994 -1.8486
C 1.3754 5.0392 0.7330 0.4094
C 2.2761 5.8754 1.3943 -0.6305
C 1.8413 6.7268 2.3991 -0.7935
C 0.4982 6.7658 2.7440 -0.9025
C -0.3971 5.9143 2.1155 -0.6699
C 0.0313 5.0262 1.1305 0.0132
P -1.1099 3.7784 0.4390 1.0432
C -2.3232 4.7852 -0.4866 -1.3646
C -2.0732 3.2703 1.8985 -1.0869
H 1.7075 6.0852 -1.9662 0.4136
H 0.3701 4.9827 -2.3414 0.2568
H 1.9743 4.6793 -3.0194 0.4583
H 4.0448 5.1526 -0.7602 0.5696
H 4.0681 3.5820 -1.5755 0.3951
H 4.1246 3.6509 0.1908 0.4354
H 3.3228 5.8874 1.1224 0.3547
H 2.5519 7.3700 2.9023 0.4193
H 0.1508 7.4458 3.5112 0.4341
H -1.4397 5.9389 2.4133 0.3791
H -2.7752 5.5278 0.1724 0.4472
H -3.1110 4.1503 -0.8943 0.4352
H -1.8354 5.3042 -1.3119 0.3212
H -2.5623 4.1140 2.3854 0.5512
H -1.4253 2.7722 2.6208 0.4166
H -2.8400 2.5680 1.5778 -0.0917
C 2.2103 -2.9672 4.4966 -1.6413
C 2.5766 -2.0263 3.3856 0.4993
C 1.7315 -0.9664 3.0530 -0.9724
C 2.0426 -0.0713 2.0470 1.2609
C 1.1237 1.1254 1.8959 -0.6856
C 3.2352 -0.2695 1.3116 1.0263
C 3.5551 0.4853 0.1169 -1.0545
O 2.7623 1.1631 -0.5364 -0.3438
C 4.1261 -1.3101 1.6608 1.1598
C 5.4429 -1.5329 0.9507 -2.2453
C 3.7728 -2.1699 2.6896 -0.9091
H 2.2299 -2.4463 5.4564 0.3868
H 2.9001 -3.8075 4.5561 0.3832
H 1.1987 -3.3539 4.3617 0.3612
H 0.8229 -0.8163 3.6305 0.4867
H 0.1139 0.8085 1.6010 -0.1536
H 1.5039 1.8884 1.2160 -0.4031
H 1.0119 1.6231 2.8607 0.7696
H 4.5790 0.4125 -0.2629 0.5213
H 5.3091 -1.8009 -0.0998 0.5157
H 5.9868 -2.3446 1.4287 0.4013
H 6.0820 -0.6488 0.9889 0.4399
H 4.4514 -2.9712 2.9625 0.3878
N 1.1809 -0.9031 -1.3957 -0.2567
C 1.6172 -1.9772 -1.4537 -0.2847
N 2.1047 -3.1867 -1.4985 0.4545
C 2.4199 -3.8414 -2.7896 -0.7565
C 3.8294 -4.4412 -2.7343 -0.8185
C 4.2218 -4.8118 -1.2948 -0.1513
C 2.9927 -5.2402 -0.4991 -1.0617
C 2.0679 -4.0431 -0.2834 0.2714
H 2.3173 -3.1016 -3.5786 0.5103
H 1.6663 -4.6106 -2.9631 0.3716
H 4.5542 -3.7456 -3.1576 0.3394
H 3.8398 -5.3311 -3.3650 0.3524
H 4.6755 -3.9483 -0.7977 -0.1946
H 4.9744 -5.5989 -1.3035 0.4447
H 3.2657 -5.6428 0.4766 0.4700
H 2.4639 -6.0366 -1.0281 0.3957
H 2.4157 -3.4333 0.5508 -0.2782
H 1.0420 -4.3579 -0.0857 0.2552
C -1.6339 -2.0025 -3.2359 -1.6844
C -2.3369 -2.4021 -1.9353 2.0162
C -3.6208 -3.1744 -2.2597 -1.6926
C -1.4117 -3.3108 -1.1194 -1.7906
Sb -2.5692 -0.5456 -0.7928 1.0428
C -3.2728 -1.2608 1.1623 1.9123
C -3.8782 -0.1221 1.9800 -1.7258
C -2.0133 -1.7373 1.8935 -1.8483
C -4.2864 -2.3992 1.0603 -1.8329
C -4.1493 0.5740 -1.8375 1.8551
C -5.1027 1.2526 -0.8579 -1.8674
C -4.9693 -0.2579 -2.8184 -1.8136
C -3.3693 1.6406 -2.6131 -1.6208
H -1.4205 -2.9016 -3.8281 0.4805
H -0.6867 -1.4931 -3.0476 0.0813
H -2.2540 -1.3501 -3.8562 0.3628
H -3.3520 -4.2061 -2.5133 0.4716
H -4.1423 -2.7631 -3.1202 0.3519
H -4.3237 -3.2225 -1.4275 0.2242
H -1.0672 -4.1327 -1.7606 0.6845
H -1.9258 -3.7620 -0.2681 0.3452
H -0.5335 -2.7789 -0.7405 -0.2047
H -3.2016 0.7285 2.0615 0.1249
H -4.0627 -0.4854 2.9979 0.5085
H -4.8299 0.2265 1.5860 0.3659
H -1.3022 -0.9188 2.0312 0.0070
H -1.4979 -2.5510 1.3773 0.1598
H -2.2923 -2.1010 2.8899 0.5620
H -5.1703 -2.1127 0.4852 0.3104
H -4.6287 -2.6658 2.0671 0.5033
H -3.8667 -3.3008 0.6116 0.3757
H -5.7259 0.5305 -0.3301 0.4114
H -5.7763 1.9107 -1.4201 0.5592
H -4.5902 1.8691 -0.1142 0.2036
H -5.5244 -1.0559 -2.3246 0.3420
H -4.3584 -0.6960 -3.6085 0.3074
H -5.7015 0.3985 -3.3031 0.5492
H -2.7842 2.2777 -1.9414 0.0227
H -4.0634 2.2827 -3.1685 0.4720
H -2.6813 1.1982 -3.3401 0.3214

# 2
8
Properties=species:S:1:pos:R:3:nbo_charge:R:1 method="wB97M-V/def2-TZVPD" de_lowest_kj_mol=318.0 lumo_energy_ha="-0.0325 / -0.1345" total_energy_ha=-6064.050626 homo_lumo_gap_ev="9.06 / 4.91"
C 1.9151 0.1776 -0.4081 -0.4651
O -2.1342 -0.6790 1.9888 -0.9737
P -1.3276 -0.3322 0.8292 1.3126
Cl 0.8838 1.0891 -1.2308 0.1592
Br -2.0423 -1.7517 -0.8153 -0.2349
Br -2.0571 1.6579 -0.2026 -0.2281
H 2.3242 -0.8945 -0.6034 0.2286
H 2.4380 0.7328 0.4421 0.2013

# 3
160
Properties=species:S:1:pos:R:3:mulliken_charge:R:1 method="wB97M-V/def2-TZVPD" de_lowest_kj_mol=741.9 smiles="CCN(CC)CC.CCN(CC)CC.CCN(CC)CC.CCN(CC)CC.CN(C)C=O.CN(C)C=O.CN(C)C=O.CN(C)C=O.CN(C)C=O.CN(C)C=O" lumo_energy_ha=0.0077 total_energy_ha=-2660.248484 homo_lumo_gap_ev=8.34
C -5.9334 -4.5355 -3.1981 -1.3684
C -6.7591 -4.2975 -1.9301 -0.5041
N -7.3039 -2.9413 -1.7237 -0.0452
C -8.0016 -2.9363 -0.3933 -0.4223
C -8.4203 -1.4476 -0.1870 -1.2524
C -8.0424 -2.4490 -2.9616 -0.7686
C -9.3815 -3.1967 -3.1575 -0.9473
H -6.4862 -4.4139 -4.1297 0.2568
H -5.4252 -5.4967 -3.2750 0.3941
H -5.2800 -3.6636 -3.2274 0.3657
H -7.5105 -5.0769 -1.8043 0.3845
H -6.0637 -4.6258 -1.1576 0.4578
H -8.8200 -3.6018 -0.1184 0.3358
H -7.2580 -3.2030 0.3577 0.4035
H -9.0168 -1.3059 0.7142 0.4156
H -7.6125 -0.7158 -0.1774 0.3002
H -9.1881 -1.1432 -0.8984 0.2945
H -7.3695 -2.6342 -3.7989 0.4000
H -8.0954 -1.3661 -2.8495 0.3781
H -10.1545 -2.9712 -2.4227 0.2713
H -9.1455 -4.2608 -3.1572 0.2612
H -9.7912 -2.8778 -4.1159 0.3893
C -0.2537 -1.1366 -11.1652 -1.3570
C -0.5891 0.0742 -10.2510 -0.3200
N -1.2871 1.2073 -10.9099 -0.0059
C -1.6300 2.2511 -9.9085 -0.4776
C -2.7115 1.8743 -8.9267 -1.2763
C -0.6968 1.7739 -12.1303 -0.6105
C 0.7774 2.2476 -11.9392 -1.0295
H 0.6957 -1.0091 -11.6853 0.2586
H -1.0151 -1.2260 -11.9400 0.3446
H -0.0609 -1.9551 -10.4717 0.4097
H -1.2895 -0.3730 -9.5456 0.3297
H 0.3068 0.4082 -9.7276 0.3651
H -0.6973 2.5175 -9.4113 0.3187
H -1.8852 3.1894 -10.4009 0.4116
H -2.4462 0.9960 -8.3381 0.3134
H -2.8157 2.6756 -8.1951 0.3942
H -3.6853 1.7009 -9.3846 0.3028
H -1.2678 2.5792 -12.5924 0.3919
H -0.7459 0.9793 -12.8748 0.2941
H 0.8093 3.0475 -11.1995 0.2749
H 1.2602 2.6913 -12.8099 0.4241
H 1.5113 1.4858 -11.6762 0.2439
C -2.7551 -8.3504 5.5195 -1.2805
C -1.5558 -9.1834 5.9757 -0.5020
N -0.4815 -8.2356 6.2350 0.0776
C -0.7027 -7.4458 7.4795 -0.4034
C 0.1330 -6.1674 7.5222 -1.2840
C 0.8276 -8.9222 6.2010 -0.6019
C 1.0226 -10.0725 7.1763 -1.0396
H -3.3142 -8.9879 4.8345 0.3920
H -2.4545 -7.4503 4.9834 0.3146
H -3.2916 -7.9915 6.3979 0.3370
H -1.8644 -9.8111 6.8116 0.2425
H -1.2389 -9.8763 5.1963 0.4889
H -1.7589 -7.1827 7.5363 0.2988
H -0.6121 -8.0270 8.3972 0.3630
H -0.1837 -5.5848 6.6571 0.3036
H -0.0279 -5.5474 8.4041 0.3932
H 1.2010 -6.3312 7.3788 0.2872
H 1.5423 -8.1091 6.3285 0.2805
H 0.9344 -9.3859 5.2204 0.3833
H 0.1927 -10.7782 7.2127 0.2699
H 1.1077 -9.6844 8.1913 0.2744
H 1.9447 -10.5879 6.9077 0.4048
C -0.3427 7.8732 -1.7247 -1.3425
C -1.5243 7.6830 -0.7803 -0.4314
N -2.6982 8.4821 -1.1431 -0.1910
C -3.7780 8.2464 -0.1451 -0.3810
C -4.1842 6.7540 -0.0480 -1.4114
C -2.2913 9.8870 -1.0554 -0.4435
C -3.4363 10.9666 -1.2273 -1.3812
H 0.4907 7.2377 -1.4253 0.3912
H 0.0474 8.8772 -1.5579 0.3241
H -0.3881 7.7478 -2.8066 0.3282
H -1.7769 6.6226 -0.7817 0.3519
H -1.3402 7.8554 0.2801 0.4511
H -4.6309 8.8885 -0.3653 0.4192
H -3.5228 8.5445 0.8718 0.3552
H -5.1822 6.6410 0.3755 0.4013
H -3.4918 6.1391 0.5270 0.3064
H -4.2431 6.3630 -1.0638 0.3793
H -1.6340 10.0497 -0.2012 0.4206
H -1.6102 10.0160 -1.8965 0.3548
H -4.1370 11.0360 -0.3953 0.3231
H -3.1188 11.9575 -1.5520 0.3955
H -4.0752 10.7420 -2.0814 0.3803
C 8.7206 1.9282 -7.2360 -0.8685
N 7.3629 1.7082 -6.7869 0.0656
C 7.1537 0.2707 -6.4363 -0.8740
C 6.3314 2.6082 -6.9218 0.1945
O 5.0921 2.3391 -6.8401 -0.6138
H 8.9092 3.0012 -7.2692 0.3137
H 8.8631 1.3963 -8.1767 0.3121
H 9.4181 1.5089 -6.5109 0.2949
H 6.0868 0.0558 -6.3765 0.3026
H 7.6622 -0.3741 -7.1531 0.3065
H 7.5904 0.1266 -5.4481 0.2938
H 6.7207 3.6219 -7.1034 0.2723
C -5.3932 -1.8024 9.8483 -0.8634
N -6.3353 -1.2599 8.8508 0.0697
C -6.0241 -1.5806 7.4437 -0.9014
C -7.3928 -0.5058 9.2607 0.1849
O -8.2127 -0.0388 8.5086 -0.5724
H -5.3734 -2.8667 9.6138 0.3070
H -5.7017 -1.6281 10.8791 0.2907
H -4.3740 -1.4251 9.7652 0.2913
H -4.9692 -1.3714 7.2658 0.3084
H -6.2884 -2.6146 7.2219 0.3121
H -6.6538 -0.9999 6.7696 0.3036
H -7.4199 -0.3077 10.3434 0.2694
C 6.8301 -4.7799 3.5470 -0.9555
N 8.1324 -5.1131 4.1447 0.0884
C 8.4871 -4.3274 5.3562 -0.8594
C 8.8406 -6.0791 3.5726 0.1859
O 9.9294 -6.4121 4.0969 -0.6316
H 6.4507 -5.6741 3.0526 0.2829
H 7.0749 -4.0613 2.7648 0.3513
H 6.1146 -4.3071 4.2198 0.3366
H 8.2924 -3.2742 5.1538 0.3377
H 7.8594 -4.6620 6.1822 0.3146
H 9.5346 -4.3906 5.6508 0.2967
H 8.3425 -6.5466 2.7091 0.2525
C -0.1578 0.1265 -1.9959 -0.9105
N 0.4826 -0.1729 -0.7266 0.1021
C -0.1976 -1.1136 0.1306 -0.8989
C 1.6421 0.4545 -0.3223 0.1849
O 2.3005 0.1649 0.7269 -0.6275
H 0.5102 0.7015 -2.6372 0.3377
H -1.1446 0.5581 -1.8285 0.2934
H -0.2673 -0.8254 -2.5155 0.3094
H -0.2887 -2.0824 -0.3604 0.3001
H 0.3886 -1.1617 1.0483 0.2887
H -1.1951 -0.7889 0.4267 0.3218
H 1.8796 1.3214 -0.9581 0.2986
C 1.2259 4.6811 6.3380 -0.9071
N 1.8942 4.4040 7.6142 0.0843
C 3.2110 3.7751 7.4249 -0.8989
C 1.4974 4.8156 8.7933 0.2138
O 0.3431 5.2716 9.0322 -0.6335
H 1.8301 5.3930 5.7755 0.3352
H 0.2393 5.1363 6.4247 0.2979
H 1.1704 3.7441 5.7839 0.3150
H 3.9392 3.7927 8.2357 0.3091
H 3.1543 2.7484 7.0634 0.3100
H 3.7192 4.2839 6.6058 0.3173
H 2.2779 4.7825 9.5692 0.2570
C 10.1864 5.0150 -0.8579 -0.8863
N 9.5958 3.8929 -0.1680 0.0820
C 10.0170 2.5163 -0.4941 -0.9189
C 8.7571 4.0337 0.8879 0.1496
O 8.2633 5.0982 1.2577 -0.6011
H 10.6287 5.7145 -0.1485 0.2992
H 9.3905 5.5486 -1.3775 0.2774
H 10.9423 4.6276 -1.5410 0.3674
H 9.8858 2.4341 -1.5731 0.3115
H 11.0844 2.4295 -0.2912 0.3418
H 9.5070 1.7342 0.0682 0.3247
H 8.6054 3.0466 1.3515 0.2529

# 4
6
Properties=species:S:1:pos:R:3:nbo_charge:R:1 method="wB97M-V/def2-TZVPD" de_lowest_kj_mol=209.9 lumo_energy_ha=-0.0071 total_energy_ha=-186.797181 homo_lumo_gap_ev=10.77
C -1.2653 -0.5008 -0.9404 0.2560
C -1.0217 0.0875 0.1827 -0.7968
N 1.9913 -0.4945 -0.0138 -0.0009
N 1.9961 0.4968 -0.4952 0.0041
H -0.9218 1.0598 0.4537 0.2646
H -0.7785 -0.6488 0.8129 0.2730

# 5
29
Properties=species:S:1:pos:R:3:lowdin_spin:R:1 method="wB97M-V/def2-TZVPD" multiplicity=5 lumo_energy_ha="-0.1059 / -0.2017" total_energy_ha=-2168.339933 homo_lumo_gap_ev="7.24 / 8.85" total_charge=+1
Co 0.3220 0.0371 0.2730 2.7065
H 1.1417 2.9165 0.5891 0.0124
H 1.1769 2.9534 -0.1627 0.0121
P -0.1918 -0.2826 -1.8436 0.2960
C 1.1390 -1.1788 -2.7559 0.0655
H 0.8319 -1.3022 -3.8072 0.0120
H 2.0767 -0.6021 -2.7134 0.0016
H 1.3152 -2.1708 -2.3103 0.0020
C -1.7191 -1.1479 -2.3818 0.0205
H -2.5903 -0.5827 -2.0217 0.0062
H -1.7355 -1.2118 -3.4805 0.0016
H -1.7493 -2.1584 -1.9477 0.0049
C -0.2257 1.2963 -2.7598 0.0575
H 0.7416 1.8028 -2.6607 0.0009
H -0.4441 1.1047 -3.8171 0.0097
H -1.0006 1.9390 -2.3269 0.0068
C 1.9415 -0.4980 0.2475 0.1314
O 3.0633 -0.8108 0.3070 0.0617
H -0.9644 0.5628 -0.3997 0.2298
H -0.2425 -1.2616 -0.2060 0.1692
C 0.2882 0.4618 4.6379 0.0046
C -0.1777 0.1751 3.2437 0.0224
N -1.2734 -0.5820 3.0822 0.0194
O 0.4291 0.6297 2.2381 0.1226
H -0.4268 0.0893 5.3808 0.0004
H 0.4095 1.5466 4.7657 0.0004
H 1.2573 -0.0306 4.8131 0.0005
H -1.5962 -0.8013 2.1401 0.0212
H -1.7964 -0.8935 3.8768 0.0002

# 6
9
Properties=species:S:1:pos:R:3:nbo_charge:R:1 method="wB97M-V/def2-TZVPD" de_lowest_kj_mol=761.0 smiles=Cc1c#[n+]on1 lumo_energy_ha=-0.3594 total_energy_ha=-300.279539 homo_lumo_gap_ev=8.37 total_charge=+1
C -1.3735 -0.0194 0.0637 -0.6846
C 0.0222 -0.1211 -0.0535 0.1918
C 1.0550 0.6506 0.6715 0.5993
N 2.2887 0.5061 0.4241 -0.0309
O 2.2514 -0.4231 -0.4484 -0.0014
N 0.8738 -0.7280 -0.7545 0.0392
H -1.5499 0.5818 -0.8207 0.2967
H -1.5813 0.4559 1.0002 0.2804
H -1.9862 -0.9027 -0.0824 0.3096

# 7
12
Properties=species:S:1:pos:R:3:nbo_charge:R:1 method="wB97M-V/def2-TZVPD" de_lowest_kj_mol=290.9 lumo_energy_ha=0.1565 total_energy_ha=-360.260425 homo_lumo_gap_ev=8.68 total_charge=-1
O 1.1174 1.5259 -0.8700 -0.7134
C 0.1266 0.7429 -0.9198 0.5132
N -0.2197 -0.2096 -0.0936 -0.8341
C -1.6776 -1.3331 0.5131 0.2472
O -2.2211 -2.1183 -0.2830 -0.7484
H -0.3711 0.8849 -1.9009 0.0876
H 0.5411 -0.8351 0.1555 0.3667
H -2.3332 -0.4922 0.7948 0.1009
H -0.9809 -1.8075 1.2219 0.0952
H 3.1218 1.5425 0.9671 0.4326
H 1.8637 1.0103 0.2756 0.4788
O 2.3035 1.1152 1.2308 -1.0263

# 8
84
Properties=species:S:1:pos:R:3:lowdin_spin:R:1 method="wB97M-V/def2-TZVPD" de_lowest_kj_mol=0.0 multiplicity=2 lumo_energy_ha="-0.1776 / -0.1508" total_energy_ha=-2992.179793 homo_lumo_gap_ev="5.24 / 6.14" total_charge=+1
Tc -0.7674 0.6903 0.1100 1.2028
C 3.4955 0.7046 -3.4596 0.0001
C 4.2141 0.0185 -2.4957 -0.0002
C 3.8199 0.1152 -1.1701 0.0004
C 2.7304 0.9245 -0.8640 -0.0005
N 2.0193 1.5618 -1.7892 -0.0043
C 2.3888 1.4394 -3.0586 -0.0006
C 2.4148 1.3044 0.5416 0.0023
C 3.4988 1.5628 1.3786 0.0011
C 3.3037 2.1588 2.6061 -0.0003
C 2.0229 2.5445 2.9474 0.0007
C 0.9786 2.2335 2.0929 -0.0009
N 1.1498 1.5584 0.9317 0.0040
C -0.4049 2.6505 2.4127 0.0047
C -0.7414 3.3796 3.5453 -0.0018
C -2.0471 3.8103 3.7053 0.0075
C -2.9827 3.5144 2.7283 -0.0013
C -2.5869 2.7498 1.6484 0.0069
N -1.3317 2.3118 1.5049 -0.0070
H 3.7684 0.6591 -4.5046 0.0000
H 5.0661 -0.5904 -2.7684 0.0000
H 4.3495 -0.4248 -0.3970 0.0000
H 1.7780 1.9640 -3.7850 -0.0001
H 4.4951 1.3465 1.0250 0.0001
H 4.1371 2.3661 3.2632 0.0000
H 1.8410 3.0563 3.8767 0.0000
H -0.0038 3.6076 4.2975 -0.0003
H -2.3251 4.3820 4.5804 0.0004
H -4.0053 3.8555 2.7991 -0.0002
H -3.2821 2.4675 0.8709 0.0002
S -2.9478 0.1268 -0.4484 -0.0626
C -3.3567 1.1222 -1.7919 -0.0309
C -4.6436 1.0640 -2.3528 0.0070
C -4.9658 1.8514 -3.4327 -0.0169
C -6.2855 1.7797 -3.9906 -0.0019
N -7.3480 1.7255 -4.4224 -0.0089
C -3.9991 2.7309 -3.9872 0.0054
C -2.7399 2.7933 -3.4408 -0.0164
C -2.4003 1.9889 -2.3382 -0.0219
S -0.8053 2.0821 -1.6931 -0.1925
C -4.3282 3.5585 -5.1113 0.0009
N -4.5703 4.2295 -6.0111 0.0051
H -5.3818 0.3922 -1.9354 0.0004
H -2.0002 3.4625 -3.8602 -0.0006
N 1.3537 -1.5162 5.9851 -0.0001
C 0.8480 -0.4348 5.3586 -0.0001
O 1.2524 0.7014 5.5218 -0.0001
C -0.2825 -0.6929 4.3982 -0.0001
C -1.5518 -1.0811 4.8023 0.0026
C -2.5436 -1.1642 3.8405 -0.0004
C -2.2512 -0.8116 2.5348 0.0014
N -1.0365 -0.4078 2.1384 0.0007
C -0.0726 -0.3943 3.0653 0.0019
H 2.0695 -1.3832 6.6811 0.0000
H 0.9712 -2.4345 5.8459 0.0000
H -1.7600 -1.3090 5.8401 0.0001
H -3.5462 -1.4801 4.0910 -0.0001
H -3.0255 -0.8470 1.7826 -0.0004
H 0.9192 -0.1120 2.7445 -0.0001
C 2.8360 -5.5172 -0.3233 0.0172
C 3.4109 -4.5223 0.4536 -0.0017
C 2.7682 -3.3025 0.5972 0.0160
C 1.5587 -3.0465 -0.0512 0.0072
C 0.9829 -4.0618 -0.8173 0.0156
C 1.6167 -5.2852 -0.9485 -0.0019
C 0.9176 -1.7359 0.1505 0.1038
C 0.1548 -1.0037 -0.6878 -0.0347
C 0.0408 -1.3870 -2.1256 -0.0006
C 1.2082 -1.7098 -2.8220 -0.0034
C 1.1754 -2.0668 -4.1585 0.0008
C -0.0327 -2.1172 -4.8397 -0.0040
C -1.2024 -1.8070 -4.1630 0.0001
C -1.1628 -1.4391 -2.8260 -0.0043
H 3.3290 -6.4739 -0.4334 0.0010
H 4.3547 -4.6993 0.9531 -0.0005
H 3.2111 -2.5296 1.2182 0.0006
H 0.0339 -3.8893 -1.3086 0.0005
H 1.1570 -6.0649 -1.5417 -0.0005
H 1.1307 -1.3367 1.1356 0.0043
H 2.1550 -1.6863 -2.3012 0.0002
H 2.0987 -2.3104 -4.6698 0.0001
H -0.0622 -2.3982 -5.8842 -0.0003
H -2.1548 -1.8510 -4.6759 0.0001
H -2.0903 -1.2210 -2.3184 -0.0009

no.,molar mass (g mol⁻¹)
1,868.4
2,256.3
3,843.3
4,54.1
5,226.1
6,83.1
7,92.1
8,822.9